No. 1
This record from OMol25 describes 4 unconnected molecules or ions with the total composition C2H12O3. The level of theory is ωB97M-V/def2-TZVPD.

The geometry in ORCA input format:
```
! wB97M-V def2-TZVPD RIJCOSX def2/J DEFGRID3
* xyz 0 1
C 2.17028 -1.18296 1.28705
C 2.26681 0.30141 1.66399
H 1.56484 -1.36951 0.40817
H 3.18359 -1.52854 1.07134
H 1.84124 -1.78056 2.13257
H 3.24748 0.51418 2.09053
H 1.54212 0.55467 2.44344
H 2.12720 1.03303 0.87825
H -2.05486 1.06953 -0.13426
H -1.23791 2.07764 0.49371
O -1.12003 1.20968 0.08213
H -3.01075 1.23348 -5.17010
H -1.67360 0.69882 -5.76658
O -2.06696 1.15076 -5.01756
H 0.08406 -1.09118 2.31434
H -0.63154 -2.23702 2.93641
O -0.75269 -1.55630 2.26449
*
```

Results
* gap between HOMO and LUMO: 0.4413 Eh
* SMILES: CC.O.O.O
* electronic energy: -309.085567 a.u.
* energy relative to the best compared isomer or geometry (same formula, charge and spin): 0.670 eV

***

No. 2
This record from OMol25 describes a single C2H3N3O molecule. The level of theory is ωB97M-V/def2-TZVPD.

The geometry in ORCA input format:
```
! wB97M-V def2-TZVPD RIJCOSX def2/J DEFGRID3
* xyz 0 1
N -0.52696 1.46651 0.36938
C -0.09637 0.18825 0.14440
C 0.02557 -1.09592 0.56175
O 0.76437 -1.74350 -0.39032
N 1.08657 -0.86233 -1.36250
N 0.58910 0.24049 -1.06194
H -0.23469 1.81185 -0.57287
H -1.33910 1.72229 0.93039
H -0.26849 -1.72764 1.38170
*
```

Results
* gap between HOMO and LUMO: 0.3596 Eh
* SMILES: Nc1conn1
* electronic energy: -317.427660 a.u.
* energy relative to the best compared isomer or geometry (same formula, charge and spin): 2.848 eV

***

No. 3
This record from OMol25 describes a molecular structure, C3H8N5O. The level of theory is ωB97M-V/def2-TZVPD.

The geometry in ORCA input format:
```
! wB97M-V def2-TZVPD RIJCOSX def2/J DEFGRID3
* xyz 1 1
C 1.04200 -0.02186 -2.44777
C -0.11517 -0.31885 1.74379
C -0.42481 0.33889 -2.40984
N 1.56648 0.11072 -1.32897
N 0.69100 -0.35075 0.69429
N 0.31626 -1.11974 2.73858
N -1.30293 0.27944 1.74033
N 0.65367 0.43213 -0.35330
O -0.62580 0.63482 -1.07253
H 1.82941 -0.23789 -3.19382
H -0.60320 1.23572 -2.99011
H -1.07213 -0.50642 -2.78556
H 1.21520 -1.37363 2.83138
H -0.27341 -1.40327 3.59589
H -1.77802 0.45538 0.92245
H -1.80622 0.06388 2.53545
H 0.68768 1.78141 -0.22025
*
```

Results
* gap between HOMO and LUMO: 0.3587 Eh
* electronic energy: -467.706589 a.u.
* energy relative to the best compared isomer or geometry (same formula, charge and spin): 2.920 eV

***

- Among the records above, which one has the lowest energy relative to the best compared isomer or geometry (same formula, charge and spin)?
  C2H12O3

***

- electronic energy of number 1 (C2H12O3)?
  -309.085567 a.u.